[1]
Density functional theory data (ωB97M-V/def2-TZVPD) for an isolated molecule of C6H6O.

Positions of all 13 atoms, in Å:
C (-2.1707, 1.2385, -0.5803)
C (-1.7787, 0.1562, -0.2247)
C (-1.1126, -0.9001, 0.4008)
C (0.1776, -1.2453, 0.2372)
C (1.2331, -0.4653, -0.3473)
C (1.3481, 0.8502, 0.3865)
O (0.9019, 0.7291, -0.9590)
H (-2.3145, 2.0524, -1.2196)
H (-1.7560, -1.7203, 0.8587)
H (0.3172, -2.1995, 0.7953)
H (2.2328, -0.8632, -0.8018)
H (2.3646, 1.3042, 0.3559)
H (0.5571, 1.0629, 1.0986)

Values from the calculation:
* F_max: 3.201 eV/A
* HOMO: -8.788 eV
* structure (SMILES): C#C/C=C\[C@@H]1CO1
* E: -8361.9183 eV
* relative energy (zero: lowest compared OMol25 entry of this formula, charge and spin): 4.5878 eV
* HOMO-LUMO gap: 9.5 eV

Table of natural (NBO) atomic charges, one value per atom, all in e:
1 C -0.2038
2 C -0.0408
3 C -0.3038
4 C -0.1706
5 C 0.0006
6 C -0.1001
7 O -0.4780
8 H 0.2291
9 H 0.2292
10 H 0.2280
11 H 0.2081
12 H 0.1955
13 H 0.2067

[2]
Density functional theory data (ωB97M-V/def2-TZVPD) for an isolated molecule of C6H6O.

Positions of all 13 atoms, in Å:
C (2.3036, -1.1329, 0.7708)
C (1.7973, 0.0133, 0.3181)
C (0.4210, 0.2536, 0.1298)
C (-0.4631, 1.2880, 0.4443)
C (-1.8287, 0.9349, 0.0011)
O (-1.6754, -0.4007, -0.5751)
C (-0.4203, -0.6930, -0.5101)
H (3.3783, -1.3189, 0.7928)
H (-0.2325, 2.1783, 1.0133)
H (-2.5796, 0.8301, 0.7932)
H (-2.2526, 1.5477, -0.8057)
H (-0.1423, -1.6741, -0.8937)
H (1.6972, -1.9800, 1.1360)

Values from the calculation:
* F_max: 2.585 eV/A
* HOMO (alpha / beta): -6.518 / -8.229 eV
* E: -8361.6152 eV
* relative energy (zero: lowest compared OMol25 entry of this formula, charge and spin): 4.8909 eV
* HOMO-LUMO gap (alpha / beta): 5.8 / 8.5 eV

Table of natural (NBO) atomic charges, one value per atom, all in e:
1 C -0.5072
2 C 0.0903
3 C -0.2688
4 C -0.2693
5 C -0.1054
6 O -0.4281
7 C 0.2700
8 H 0.2041
9 H 0.2205
10 H 0.1995
11 H 0.1976
12 H 0.2014
13 H 0.1953

[3]
Density functional theory data (ωB97M-V/def2-TZVPD) for an isolated molecule of C6H6O.

Positions of all 13 atoms, in Å:
C (-0.0629, -0.1633, 2.1550)
C (-0.6794, 1.0424, -0.1955)
C (0.5767, -0.7019, 1.0252)
C (0.0045, -0.1670, -0.1721)
C (-0.8461, 0.9076, 2.1434)
C (0.4556, -0.7457, -1.4813)
O (-0.9735, 1.6087, 0.9343)
H (0.1499, -0.6229, 3.1049)
H (-0.8975, 1.5933, -1.1036)
H (-1.4464, 1.5027, 2.9326)
H (0.1440, -0.0194, -2.2435)
H (0.1914, -1.7810, -1.7469)
H (1.5591, -0.8636, -1.5794)

Values from the calculation:
* F_max: 3.661 eV/A
* HOMO: -7.749 eV
* E: -8362.5798 eV
* relative energy (zero: lowest compared OMol25 entry of this formula, charge and spin): 3.9264 eV
* HOMO-LUMO gap: 7.7 eV

Table of natural (NBO) atomic charges, one value per atom, all in e:
1 C -0.3635
2 C 0.2101
3 C -0.0959
4 C -0.1817
5 C 0.1697
6 C -0.6296
7 O -0.4042
8 H 0.2201
9 H 0.1989
10 H 0.2215
11 H 0.1900
12 H 0.2310
13 H 0.2336